{"formula": "C20H27BEuN12O3SSbSe4", "method": "ωB97M-V/def2-TZVPD", "species": ["Eu", "C", "C", "N", "N", "C", "B", "N", "C", "C", "C", "N", "N", "C", "C", "C", "N", "N", "C", "C", "C", "N", "H", "H", "H", "H", "H", "H", "H", "H", "H", "H", "H", "H", "Se", "Sb", "Se", "Se", "Se", "O", "C", "O", "H", "C", "N", "C", "C", "O", "H", "H", "H", "H", "H", "H", "H", "C", "C", "C", "N", "N", "C", "N", "S", "H", "H", "H", "H", "H", "H", "H"], "coordinates": [[11.39167, 10.64368, 11.09239], [12.62108, 15.17353, 11.67776], [12.87052, 13.90854, 11.08251], [11.71825, 13.32145, 10.75107], [10.74857, 14.11233, 11.19736], [11.26118, 15.20701, 11.81267], [9.27476, 13.72279, 11.25766], [9.03413, 12.95043, 12.55412], [8.03212, 13.00641, 13.54013], [8.46046, 12.15599, 14.56095], [9.65779, 11.62026, 14.07765], [9.99420, 12.12564, 12.89496], [8.94416, 12.75454, 9.99085], [8.28079, 12.99858, 8.84696], [8.17289, 11.83829, 8.16346], [8.78265, 10.88521, 8.97868], [9.25885, 11.44641, 10.11982], [8.30662, 14.91393, 11.08005], [8.49560, 15.96176, 10.29237], [7.38510, 16.76205, 10.40309], [6.59121, 16.15845, 11.34135], [7.08737, 15.00790, 11.70156], [13.35702, 15.73409, 12.08006], [13.82340, 13.36795, 10.81710], [10.62808, 15.95511, 12.18549], [7.23430, 13.71008, 13.49219], [7.95840, 11.97977, 15.51544], [10.23454, 10.83541, 14.58428], [7.96639, 13.96506, 8.61964], [7.65044, 11.68374, 7.18702], [8.93895, 9.87747, 8.63937], [9.36332, 16.12406, 9.73723], [7.22228, 17.74930, 10.04675], [5.64431, 16.46480, 11.75219], [16.43548, 9.17284, 13.70760], [15.00941, 10.41340, 12.09952], [13.01698, 11.11811, 13.43330], [13.73289, 8.86866, 10.62518], [15.99842, 11.97660, 10.51806], [9.92754, 8.91266, 12.39526], [10.04367, 8.22233, 11.34532], [10.39090, 8.73543, 10.24438], [9.90707, 7.10498, 11.41500], [12.47459, 9.75166, 6.73525], [13.42126, 10.59279, 7.46088], [14.81807, 10.49225, 6.99577], [13.04617, 11.21517, 8.52910], [11.87112, 11.09234, 8.85068], [11.63256, 10.32830, 6.45129], [12.19771, 8.98788, 7.49514], [13.07754, 9.38710, 5.88172], [15.07541, 9.42707, 7.14446], [15.35829, 11.16368, 7.56302], [14.74943, 10.68993, 5.88575], [13.80417, 11.81924, 9.05284], [13.14470, 5.55871, 5.27488], [12.16705, 4.66136, 6.08376], [12.28555, 4.72277, 7.55013], [12.40086, 3.67873, 8.29803], [12.62580, 4.02433, 9.59787], [12.54216, 5.28122, 9.86729], [12.59955, 5.82554, 11.11511], [12.17411, 6.21470, 8.39998], [13.01818, 5.35718, 4.25812], [14.24751, 5.31580, 5.48230], [12.97569, 6.58304, 5.56076], [12.36196, 3.52807, 5.90256], [11.18173, 4.91790, 5.78297], [12.73437, 5.12993, 11.84980], [13.08646, 6.73722, 11.14240]], "forces_ev_per_a": [[0.14, 0.33, 1.09], [-1.21, -3.01, -0.79], [0.30, -0.41, -1.01], [0.77, -0.63, 0.33], [-1.01, 1.39, 0.43], [0.47, -0.46, -1.02], [-0.93, -0.99, -1.20], [-2.56, 1.47, 0.69], [2.22, -0.60, -0.20], [-0.65, 0.70, -0.80], [0.53, -0.91, 0.79], [0.42, -1.69, 0.91], [0.32, 0.41, 1.63], [0.83, 0.00, 1.31], [-0.90, -1.10, -1.53], [0.29, 0.18, 0.02], [-1.03, -0.22, -2.31], [-0.29, -0.63, 0.95], [-1.03, 0.76, 0.09], [0.54, 1.45, -0.34], [-1.04, -0.53, 0.12], [1.18, -1.08, 0.56], [1.92, 2.07, 1.14], [-0.94, 0.91, 0.51], [-0.73, 0.75, 0.56], [-0.25, 0.05, -0.25], [0.30, -0.03, -0.52], [0.03, 0.58, -0.60], [-0.52, 1.33, -0.29], [0.72, 0.10, 1.12], [0.22, -0.32, 0.76], [1.25, -0.02, -0.70], [0.11, 0.48, -0.61], [-0.12, 0.09, -0.05], [1.60, -1.48, 1.93], [-1.01, 0.69, -0.83], [-0.28, 0.36, 0.60], [-0.45, -0.50, -0.83], [0.80, 1.13, -0.98], [0.26, -0.39, -0.85], [0.04, 0.01, 1.08], [-0.29, -0.78, -0.49], [-0.06, 0.77, -0.20], [1.63, -0.65, 1.36], [1.65, -0.35, -2.35], [-2.87, -1.69, -1.61], [0.95, 0.41, 0.04], [-2.01, 0.37, 1.17], [-0.93, 0.38, -0.41], [-0.20, -0.03, -0.99], [-0.89, -0.25, 0.34], [0.52, 0.60, 0.04], [1.72, 1.22, 0.95], [0.69, 0.10, 1.10], [-0.09, -0.16, 0.05], [1.58, -1.24, 2.39], [1.70, -2.19, -0.67], [-0.50, 0.41, 0.23], [0.84, 0.42, -0.12], [-0.25, -1.15, 0.87], [-0.48, 0.44, -0.44], [0.00, -0.32, -0.57], [0.54, 0.21, 0.82], [-0.43, 0.12, -1.73], [-1.56, 0.30, 0.04], [0.00, 0.52, -0.27], [-0.48, 1.89, -0.21], [-1.08, 0.06, -0.36], [0.21, 0.57, -0.38], [-0.19, -0.19, 0.54]], "lowdin_charge": [1.58, -0.04, -0.16, -0.01, -0.03, -0.08, -0.62, -0.01, -0.04, -0.07, -0.21, -0.05, 0.02, -0.10, -0.09, -0.15, -0.04, 0.01, -0.12, -0.10, -0.20, 0.08, 0.05, -0.01, 0.10, 0.07, 0.09, 0.08, 0.09, 0.10, 0.09, 0.11, 0.07, 0.09, -0.14, -0.32, -0.18, -0.05, -0.25, -0.15, -0.57, -0.28, 0.13, -0.02, -0.19, -0.03, -0.45, -0.21, 0.08, 0.07, 0.08, 0.10, 0.01, 0.10, 0.03, -0.10, -0.26, -0.69, -0.02, -0.04, -0.68, 0.06, 1.05, 0.03, 0.10, 0.04, 0.13, 0.08, 0.10, -0.09], "spin_multiplicity": 7, "homo_lumo_gap_ev": [3.0612, 5.3151], "total_charge": -2}

{"formula": "C33H31BF4NOP2STa", "method": "ωB97M-V/def2-TZVPD", "species": ["Ta", "C", "C", "P", "C", "C", "C", "C", "C", "C", "C", "C", "C", "C", "C", "C", "C", "P", "C", "C", "C", "C", "C", "C", "C", "C", "C", "C", "C", "C", "H", "H", "H", "H", "H", "H", "H", "H", "H", "H", "H", "H", "H", "H", "H", "H", "H", "H", "H", "H", "H", "H", "H", "H", "H", "H", "O", "S", "N", "C", "C", "C", "C", "C", "C", "H", "H", "H", "H", "H", "F", "B", "F", "F", "F"], "coordinates": [[-1.07589, -0.24784, -0.59314], [2.02407, 0.56117, 2.23883], [0.88657, -0.15560, 2.95253], [-0.73897, -0.02797, 2.13359], [-1.76018, -1.27499, 2.98099], [-3.01111, -1.67812, 2.51034], [-3.77157, -2.59280, 3.21928], [-3.30099, -3.12323, 4.41386], [-2.06835, -2.71905, 4.90003], [-1.30538, -1.80075, 4.19287], [-1.35539, 1.59986, 2.61090], [-2.37657, 1.73148, 3.55040], [-2.78939, 2.99705, 3.94177], [-2.18926, 4.12479, 3.40408], [-1.17442, 3.99905, 2.46426], [-0.76143, 2.74055, 2.06183], [2.48581, -0.21801, 1.01143], [1.57535, -0.14364, -0.56920], [2.28077, -1.59579, -1.38467], [1.88663, -2.85089, -0.91264], [2.43151, -4.00087, -1.45337], [3.37849, -3.90591, -2.46770], [3.78951, -2.66347, -2.92102], [3.24686, -1.50412, -2.38053], [2.11364, 1.37641, -1.38928], [2.08077, 1.50333, -2.78277], [2.52283, 2.66788, -3.38583], [2.99057, 3.72197, -2.61396], [3.03710, 3.60433, -1.23401], [2.60860, 2.43641, -0.62286], [2.86817, 0.62658, 2.92615], [1.74074, 1.58954, 2.01855], [0.74002, 0.27833, 3.94372], [1.13076, -1.21271, 3.07698], [-3.43928, -1.26761, 1.60755], [-4.74474, -2.87984, 2.84265], [-3.89917, -3.83589, 4.96510], [-1.69148, -3.10897, 5.83575], [-0.35727, -1.50284, 4.61840], [-2.84795, 0.85561, 3.97547], [-3.58263, 3.10012, 4.66967], [-2.51569, 5.10836, 3.71416], [-0.71380, 4.88139, 2.04082], [0.01328, 2.65417, 1.30695], [2.51402, -1.28120, 1.26216], [3.50936, 0.04412, 0.72812], [1.14832, -2.93395, -0.12047], [2.12722, -4.97115, -1.08431], [3.80608, -4.80392, -2.89291], [4.54281, -2.59024, -3.69369], [3.59179, -0.54135, -2.72912], [1.73845, 0.68597, -3.40257], [2.50910, 2.74996, -4.46442], [3.33283, 4.63074, -3.09069], [3.41914, 4.41594, -0.62999], [2.68398, 2.35891, 0.45177], [-3.92871, -2.72635, -0.91643], [-2.60409, -3.20963, -0.65970], [-1.57506, -2.10983, -0.37455], [-0.64239, -0.45379, -5.39953], [-0.91921, 0.74705, -4.76321], [-0.84396, 0.83503, -3.38301], [-0.49756, -0.29585, -2.61731], [-0.20855, -1.50339, -3.27976], [-0.29032, -1.57541, -4.66091], [-0.69982, -0.51663, -6.47825], [-1.18702, 1.62152, -5.34116], [-1.03712, 1.78939, -2.91329], [0.07621, -2.38613, -2.72445], [-0.07603, -2.51040, -5.16166], [-3.04596, 0.46694, 0.45190], [-3.15816, 1.39653, -0.62605], [-1.57186, 1.74634, -0.65155], [-3.87138, 2.47616, -0.50430], [-3.20326, 0.59712, -1.74856]], "forces_ev_per_a": [[-0.02, -0.45, 0.25], [-0.06, -0.05, -0.03], [0.04, 0.06, 0.04], [-0.04, -0.18, -0.03], [0.10, 0.02, 0.09], [-0.15, 0.04, -0.11], [-0.02, -0.04, 0.05], [0.01, 0.03, -0.03], [-0.01, 0.00, -0.01], [0.07, -0.03, 0.04], [0.01, 0.11, -0.01], [0.04, 0.01, -0.04], [-0.02, -0.03, 0.01], [0.00, 0.05, 0.01], [0.01, -0.01, -0.02], [-0.06, -0.05, 0.01], [0.09, 0.05, 0.08], [-0.15, -0.11, -0.07], [0.01, -0.03, -0.02], [-0.05, 0.05, 0.03], [0.03, -0.02, -0.03], [0.00, -0.03, 0.01], [0.01, 0.03, -0.01], [-0.02, 0.01, 0.02], [0.03, 0.03, -0.05], [0.02, -0.07, 0.03], [-0.01, -0.01, -0.02], [0.02, 0.05, -0.02], [-0.01, -0.01, 0.03], [-0.06, -0.05, 0.01], [0.00, -0.01, 0.02], [0.03, -0.01, -0.01], [-0.01, -0.05, 0.02], [0.00, 0.01, -0.01], [0.07, -0.02, 0.04], [0.01, 0.00, 0.00], [0.00, 0.00, 0.01], [-0.02, -0.01, 0.00], [-0.04, -0.01, -0.03], [-0.01, -0.01, 0.01], [0.00, -0.01, 0.00], [0.00, 0.00, 0.00], [0.00, 0.00, 0.00], [-0.02, 0.03, -0.01], [0.03, -0.01, -0.02], [-0.01, 0.03, 0.00], [0.00, 0.00, -0.01], [0.00, 0.00, 0.01], [0.00, 0.00, 0.00], [0.00, 0.01, 0.00], [0.01, 0.01, -0.02], [0.02, 0.03, 0.02], [0.00, -0.01, 0.00], [0.00, 0.00, 0.00], [0.00, 0.00, 0.00], [0.01, 0.01, -0.01], [0.08, -0.15, 0.00], [0.24, 0.52, 0.23], [-0.12, 0.46, -0.40], [0.00, -0.02, -0.08], [-0.03, 0.11, 0.10], [0.03, -0.10, -0.14], [0.00, -0.08, 0.30], [-0.06, 0.11, -0.18], [0.03, -0.11, 0.08], [0.00, 0.00, 0.00], [0.00, 0.00, 0.00], [0.00, 0.03, -0.02], [0.01, -0.01, 0.01], [0.00, 0.00, 0.00], [-0.01, 0.06, -0.06], [-0.15, 0.04, -0.14], [0.16, -0.17, 0.01], [-0.01, -0.05, 0.10], [-0.04, 0.00, -0.03]], "lowdin_charge": [1.64, -0.27, -0.32, 1.01, -0.37, -0.13, -0.05, -0.04, -0.04, -0.08, -0.37, -0.06, -0.04, -0.04, -0.05, -0.11, -0.31, 0.99, -0.38, -0.13, -0.05, -0.04, -0.04, -0.06, -0.34, -0.11, -0.04, -0.04, -0.05, -0.08, 0.13, 0.07, 0.11, 0.10, 0.07, 0.12, 0.12, 0.12, 0.10, 0.11, 0.12, 0.12, 0.12, 0.09, 0.09, 0.11, 0.09, 0.12, 0.12, 0.12, 0.11, 0.10, 0.12, 0.12, 0.12, 0.09, -0.39, 0.95, -0.52, -0.03, -0.04, -0.13, -0.38, -0.12, -0.04, 0.12, 0.12, 0.11, 0.08, 0.12, 0.05, -1.11, -0.11, 0.34, 0.17], "homo_lumo_gap_ev": 6.2538, "total_charge": 2}

{"formula": "C2H6N4S", "method": "ωB97M-V/def2-TZVPD", "species": ["C", "C", "N", "N", "S", "H", "H", "H", "H", "H", "H", "N", "N"], "coordinates": [[2.23982, -0.19047, -0.58329], [0.75697, -0.16543, -0.39354], [0.64430, 0.34171, 0.97620], [-0.43167, 0.65766, 1.56785], [-1.99936, 0.57055, 1.06046], [2.41030, -0.01030, -1.58797], [2.68332, 0.70887, -0.03581], [2.69379, -1.05711, -0.29848], [0.21555, -1.12365, -0.40024], [0.27200, 0.44970, -1.19851], [-0.02267, 1.03532, 2.54521], [-4.90077, -1.10544, -0.68192], [-4.56157, -0.11140, -0.96994]], "forces_ev_per_a": [[-0.44, 3.13, 0.56], [-1.49, 0.42, 0.81], [-0.41, 0.64, 0.47], [2.72, 0.34, 1.19], [0.03, 0.15, 0.22], [0.76, 0.10, -2.17], [-0.51, -1.37, -0.62], [1.26, -2.31, 0.98], [0.32, -0.05, -0.23], [0.04, -0.13, 1.06], [-2.25, -0.91, -2.24], [-0.02, -0.06, 0.01], [-0.02, 0.05, -0.03]], "lowdin_charge": [-0.11, -0.29, -0.07, -0.62, 0.47, 0.04, 0.11, 0.04, 0.11, 0.12, 0.18, 0.02, 0.00], "smiles": "CC/N=[NH+]\\[S-].N#N", "homo_lumo_gap_ev": 8.6796, "total_charge": 0}

{"formula": "C2H2ClFO2", "method": "ωB97M-V/def2-TZVPD", "species": ["C", "C", "O", "O", "F", "Cl", "H", "H"], "coordinates": [[1.00940, -0.33815, 0.36095], [-0.10356, 0.57189, 0.56990], [1.16277, -1.39092, 0.78664], [-1.25636, -0.95976, -0.94024], [-0.21452, 1.76362, 0.07701], [2.25614, 0.30963, -0.70632], [-0.96709, 0.36792, 1.22822], [-1.88678, -0.32423, -1.37614]], "forces_ev_per_a": [[1.25, 2.55, -2.26], [-4.48, -1.13, -1.23], [-0.38, -3.31, 2.15], [0.68, 2.52, 1.17], [1.02, -0.22, -0.15], [0.03, 0.62, -0.30], [1.04, -0.33, 0.04], [0.84, -0.71, 0.56]], "lowdin_charge": [-0.86, -0.04, 0.13, -0.20, 0.12, 0.71, 0.16, 0.00], "homo_lumo_gap_ev": [7.7037, 7.6913], "total_charge": 0}

Which DFT total energy belongs to each record? In order, -12640.68315 -2968.03368 -696.95641 -787.78978 Ha.
Which strongest force on any atom belongs to each record? In order, 0.0720 0.0121 0.0642 0.0930 Eh/bohr.